<A>
A single C4H6N2O2 molecule. Source: OMol25; level of theory: ωB97M-V with the def2-TZVPD basis set.

Geometry as ORCA input:
```
! RIJCOSX wB97M-V def2-TZVPD def2/J DEFGRID3
* xyz 0 1
C -2.4498 -0.4333 0.1944
C -0.9501 1.4701 0.0627
C 1.5818 -0.7662 0.5692
C 1.9113 -0.2620 -0.8015
H -1.7716 -0.5113 1.0260
H -1.1456 2.5384 0.3071
H 1.8320 -0.2774 1.5833
H 1.5377 -1.9450 0.5416
H 2.1190 -0.9778 -1.6894
H 2.0599 0.8261 -0.9384
N 0.1863 1.0030 0.1376
N 0.4478 -0.2985 -0.2708
O -3.2709 -1.1330 -0.2897
O -2.0877 0.7668 -0.4320
*
```

**LUMO**: 0.92 eV
**SMILES string**: O=CO/C=N\N1CC1
**HOMO-LUMO gap**: 0.380 hartree

These are the Löwdin partial charges, in e, on atoms 1 to 6: -0.311 -0.172 -0.164 -0.099 0.126 0.141

=====

<B>
A single C4H6N2O2 molecule. Source: OMol25; level of theory: ωB97M-V with the def2-TZVPD basis set.

Geometry as ORCA input:
```
! RIJCOSX wB97M-V def2-TZVPD def2/J DEFGRID3
* xyz 0 1
C -1.1858 -1.6215 -1.2947
C -0.4022 1.2166 0.1855
C 0.6320 1.4416 1.1748
C 1.0079 -0.0536 1.1525
H -1.9261 -1.5798 -0.5309
H 0.7073 -0.6573 -1.4704
H 0.0009 1.6941 -0.7600
H -1.3943 1.5379 0.3136
H 1.0506 -0.6239 2.0755
H 1.8338 -0.4480 0.5215
N -0.0827 -0.8066 -0.9053
N -0.2064 -0.2416 0.3283
O -1.2408 -2.2750 -2.3431
O 1.2058 2.4173 1.5526
*
```

**LUMO**: 0.42 eV
**SMILES string**: O=CNN1CC(=O)C1
**HOMO-LUMO gap**: 0.378 hartree

These are the Löwdin partial charges, in e, on atoms 1 to 6: -0.258 -0.076 -0.377 -0.027 0.115 0.129

=====

Most stable structure - <B>; separation to the second - 22.0 kcal/mol.

=====

<A>
A single C4H10O2 molecule. Source: OMol25; level of theory: ωB97M-V with the def2-TZVPD basis set.

Geometry as ORCA input:
```
! RIJCOSX wB97M-V def2-TZVPD def2/J DEFGRID3
* xyz 0 1
C -2.1853 1.3384 0.4745
O -0.7869 1.2529 0.3756
C -0.3495 0.0121 -0.1068
C 1.1317 -0.1526 0.1699
C 1.5878 -1.5796 -0.1143
O 1.8477 0.7748 -0.6254
H -2.6772 1.1527 -0.4934
H -2.5809 0.6135 1.2049
H -2.4198 2.3506 0.8137
H -0.4615 -0.0477 -1.2175
H -0.9275 -0.8086 0.3467
H 1.3232 0.1034 1.2199
H 2.6651 -1.6655 0.0472
H 1.3794 -1.8466 -1.1575
H 1.0822 -2.3060 0.5311
H 1.3714 0.8083 -1.4687
*
```

**LUMO**: 0.99 eV
**SMILES string**: COC[C@@H](C)O
**HOMO-LUMO gap**: 0.402 hartree

These are the Löwdin partial charges, in e, on atoms 1 to 6: -0.117 -0.172 -0.225 -0.435 -0.051 -0.029

=====

<B>
A single C4H10O2 molecule. Source: OMol25; level of theory: ωB97M-V with the def2-TZVPD basis set.

Geometry as ORCA input:
```
! RIJCOSX wB97M-V def2-TZVPD def2/J DEFGRID3
* xyz 0 1
C 2.5032 -0.4412 -0.3954
O 1.3454 -0.3756 0.3985
C 0.2034 -0.0134 -0.3460
C -0.9275 0.2281 0.6369
C -2.1799 0.7256 -0.0593
O -1.2500 -0.9752 1.3074
H 2.4213 -1.2149 -1.1738
H 2.6978 0.5244 -0.8879
H 3.3425 -0.6790 0.2618
H -0.0801 -0.8251 -1.0368
H 0.4035 0.8934 -0.9392
H -0.5790 0.9843 1.3596
H -2.9747 0.8960 0.6719
H -2.5325 -0.0188 -0.7807
H -1.9845 1.6660 -0.5858
H -0.4090 -1.3747 1.5687
*
```

**LUMO**: 1.00 eV
**SMILES string**: COC[C@@H](C)O
**HOMO-LUMO gap**: 0.410 hartree

These are the Löwdin partial charges, in e, on atoms 1 to 6: -0.114 -0.191 -0.210 -0.442 -0.048 -0.027

=====

<C>
2 unconnected molecules or ions with the total composition C4H10O2. Source: OMol25; level of theory: ωB97M-V with the def2-TZVPD basis set.

Geometry as ORCA input:
```
! RIJCOSX wB97M-V def2-TZVPD def2/J DEFGRID3
* xyz 0 1
C -0.7095 1.5267 0.2196
O 0.1739 1.0464 -0.7866
C -0.1622 -0.2984 -0.8752
C 0.8663 -1.0794 -1.6932
C -0.1982 -0.7584 0.5661
O -1.7003 -0.3610 1.8490
H -0.2541 2.4098 0.6794
H -1.6769 1.7982 -0.2366
H -1.3993 0.5204 1.3417
H -1.1613 -0.4339 -1.3305
H 0.8990 -0.6875 -2.7141
H 0.6051 -2.1413 -1.7465
H 1.8653 -0.9751 -1.2574
H -0.4559 -1.8022 0.7301
H 0.6604 -0.4110 1.1358
H -1.3126 -0.3214 2.7413
*
```

**LUMO (spin up / spin down)**: 0.12 / 0.12 eV
**HOMO-LUMO gap (spin up / spin down)**: 0.285 / 0.285 hartree

These are the Löwdin partial charges, in e, on atoms 1 to 6: -0.136 -0.176 -0.495 -0.032 0.096 -0.088

=====

Most stable structure - <B>; separation to the second - 5.0 kcal/mol.

=====

<A>
2 unconnected molecules or ions with the total composition C4H10O2. Source: OMol25; level of theory: ωB97M-V with the def2-TZVPD basis set.

Geometry as ORCA input:
```
! RIJCOSX wB97M-V def2-TZVPD def2/J DEFGRID3
* xyz 0 1
C -0.1836 -1.8174 1.0524
C -0.4833 1.0666 -1.4569
O -1.2755 2.3801 -1.1951
C -0.5076 0.2469 -0.2375
C 0.0073 -1.0445 -0.0910
H 0.6164 -2.4831 1.3250
H -0.7535 -1.4742 1.9623
H -0.8007 -2.6872 0.6061
H -0.9435 0.7129 -2.3832
H 0.4673 1.5143 -1.8290
H -0.5698 2.9848 -1.3060
H -1.0421 0.6239 0.5830
H 0.3929 -1.4498 -1.1363
H 1.8798 0.4171 0.6561
H 1.2773 0.2051 1.9395
O 1.9186 0.8044 1.5107
*
```

**LUMO**: 0.83 eV
**SMILES string**: C/C=C/CO.O
**HOMO-LUMO gap**: 0.365 hartree

These are the Löwdin partial charges, in e, on atoms 1 to 6: -0.164 -0.179 -0.107 -0.108 -0.231 0.072

=====

<B>
2 unconnected molecules or ions with the total composition C4H10O2. Source: OMol25; level of theory: ωB97M-V with the def2-TZVPD basis set.

Geometry as ORCA input:
```
! RIJCOSX wB97M-V def2-TZVPD def2/J DEFGRID3
* xyz 0 1
O -1.0320 -0.1551 0.8885
C 0.0000 0.0000 0.0000
C -0.6576 0.3667 2.1541
C 1.2942 -0.1550 0.8462
C 0.8181 0.5409 2.1229
H -0.0466 -0.8510 -0.7065
H -0.0316 0.9332 -0.5946
H -1.0937 1.3826 2.0964
H -1.1572 -0.1673 2.9852
H 1.5407 -1.1991 1.1193
H 2.1701 0.2711 0.3203
H 1.1226 1.6048 2.1550
H 1.3479 0.0144 2.9400
O -3.6489 2.1737 -0.1394
H -2.8710 2.0797 -0.7346
H -3.2870 2.5830 0.6790
*
```

**LUMO**: 0.79 eV
**SMILES string**: C1CCOC1.O
**HOMO-LUMO gap**: 0.384 hartree

These are the Löwdin partial charges, in e, on atoms 1 to 6: -0.142 -0.253 -0.206 -0.153 -0.196 0.124

=====

Most stable structure - <B>; separation to the second - 35.1 kcal/mol.

=====

<A>
A single C4H10O2 molecule. Source: OMol25; level of theory: ωB97M-V with the def2-TZVPD basis set.

Geometry as ORCA input:
```
! RIJCOSX wB97M-V def2-TZVPD def2/J DEFGRID3
* xyz 0 1
C 1.8948 0.7413 -0.1316
O 0.5186 0.9331 0.0553
C -0.2269 -0.1152 -0.5420
C 0.1508 -1.5401 -0.0155
C -1.6985 0.2590 -0.3015
O -2.1634 1.3332 -1.0962
H 2.1842 0.8365 -1.1896
H 2.4331 1.4646 0.4806
H 2.1583 -0.2657 0.1930
H -0.0552 -0.0834 -1.6325
H 1.2036 -1.7249 0.2458
H -0.0528 -2.2791 -0.7956
H -0.4067 -1.8079 0.8868
H -2.3424 -0.5872 -0.5537
H -1.8254 0.4843 0.7689
H -1.7651 2.1530 -0.7776
*
```

**LUMO**: 1.03 eV
**SMILES string**: CO[C@@H](C)CO
**HOMO-LUMO gap**: 0.405 hartree

These are the Löwdin partial charges, in e, on atoms 1 to 6: -0.112 -0.162 -0.376 -0.037 -0.222 -0.054

=====

<B>
A single C4H10O2 molecule. Source: OMol25; level of theory: ωB97M-V with the def2-TZVPD basis set.

Geometry as ORCA input:
```
! RIJCOSX wB97M-V def2-TZVPD def2/J DEFGRID3
* xyz 0 1
C 1.1069 0.6261 1.2538
C 0.0770 0.3469 0.1357
C -1.0756 -1.0611 0.5209
O -0.5713 1.5817 -0.0692
C 0.6185 -0.0516 -1.2435
O -0.5901 -0.2125 -1.9754
H 2.0854 0.9703 0.8689
H 0.7559 1.4445 1.8995
H 1.2841 -0.2600 1.8628
H -0.5378 -1.8979 0.9923
H -1.8919 -0.7653 1.1934
H -1.6533 -1.6538 -0.2523
H -0.8647 1.5896 -0.9977
H 1.2091 0.7229 -1.7712
H 1.2415 -0.9542 -1.1838
H -1.1936 -0.4255 -1.2339
*
```

**LUMO**: 0.86 eV
**SMILES string**: CC(C)(O)CO
**HOMO-LUMO gap**: 0.401 hartree

These are the Löwdin partial charges, in e, on atoms 1 to 6: -0.023 -0.457 0.004 -0.029 -0.211 -0.106

=====

<C>
2 unconnected molecules or ions with the total composition C4H10O2. Source: OMol25; level of theory: ωB97M-V with the def2-TZVPD basis set.

Geometry as ORCA input:
```
! RIJCOSX wB97M-V def2-TZVPD def2/J DEFGRID3
* xyz 0 1
C -2.1189 -0.4268 -0.0276
C -1.1667 0.2777 0.7471
C 0.5145 -0.5453 -0.1800
O -0.1198 -0.8184 -1.4055
C 1.4342 0.6353 0.1214
O 2.6404 0.4729 -0.6118
H -2.9191 0.1341 -0.5107
H -1.3815 -0.6950 -1.0197
H -2.4405 -1.3928 0.3687
H -1.0540 1.3384 0.5196
H -0.9346 0.0146 1.7739
H 0.5036 -1.3602 0.5509
H 1.2204 -1.0525 -0.9946
H 1.6291 0.5857 1.2057
H 0.9764 1.6061 -0.1025
H 3.2165 1.2264 -0.4350
*
```

**LUMO**: 0.64 eV
**HOMO-LUMO gap**: 0.354 hartree

These are the Löwdin partial charges, in e, on atoms 1 to 6: -0.142 -0.094 -0.371 -0.166 -0.253 -0.069

=====

<D>
2 unconnected molecules or ions with the total composition C4H10O2. Source: OMol25; level of theory: ωB97M-V with the def2-TZVPD basis set.

Geometry as ORCA input:
```
! RIJCOSX wB97M-V def2-TZVPD def2/J DEFGRID3
* xyz 0 1
C 0.6136 -0.0347 -1.5059
C 0.7844 0.7459 -0.2236
C 1.8275 0.1165 0.8083
O 1.6658 -1.1442 0.9765
C -2.5042 -0.4375 0.2404
O -1.9705 0.7802 -0.0735
H 0.8674 -1.0605 -1.2374
H -0.3868 0.0301 -1.9255
H -0.1433 0.6109 0.4156
H 0.9127 1.8195 -0.3646
H 1.8352 0.7355 1.7214
H 2.7769 0.3595 0.2523
H 1.3187 0.2944 -2.2723
H -3.5976 -0.3708 0.0858
H -2.1331 -1.2405 -0.4079
H -2.4065 -0.6376 1.3139
*
```

**LUMO**: -4.00 eV
**HOMO-LUMO gap**: 0.166 hartree

These are the Löwdin partial charges, in e, on atoms 1 to 6: -0.088 -0.141 -0.370 -0.022 -0.245 -0.157

=====

Most stable structure - <A>; separation to the second - 22.1 kcal/mol.